Entry from the OMol25 dataset: one molecule with the formula C2H6N4O3 in a non-equilibrium geometry (wB97M-V/def2-TZVPD).

Cartesian coordinates (Å):
N (-0.51532, -1.78170, -0.43590)
O (-0.01083, -0.53588, -0.90910)
C (-0.23908, 0.69289, 0.23861)
N (-0.44794, 1.86553, -0.44557)
N (-1.18934, 0.30369, 1.15971)
N (1.08934, 0.58409, 0.84596)
O (2.14479, 0.84236, -0.22940)
C (1.85090, -0.40120, 0.15078)
O (2.33365, -1.47607, 0.24179)
H (0.29703, -2.39221, -0.31912)
H (-1.06622, -2.15414, -1.20515)
H (-1.26150, 2.41940, -0.22558)
H (0.30547, 2.12506, -1.06684)
H (-1.17211, -0.71088, 1.28241)
H (-2.11885, 0.61906, 0.91740)

Atomic forces in eV per Å
0.173 0.351 -0.106
-0.657 0.459 0.538
0.307 -1.191 -0.996
0.070 -0.700 0.251
-0.135 0.181 0.135
0.103 -0.419 0.420
-0.143 -0.394 -0.656
0.600 0.911 1.271
-0.302 -0.033 -0.509
-0.026 0.179 -0.044
0.044 0.111 0.083
0.456 0.028 -0.388
-0.486 0.441 0.156
-0.039 0.214 -0.102
0.035 -0.138 -0.054

Output
Total energy (a.u.): -524.40301
Total charge: 0
Energy above the lowest of the compared OMol25 structures with the same formula, charge and spin (kcal/mol): 101.79
Multiplicity: 1
HOMO-LUMO gap (Ha): 0.3771
Highest occupied orbital energy (eV): -9.5
SMILES string: NOC(N)(N)N1OC1=O